No. 1
63
Properties=species:S:1:pos:R:3:nbo_charge:R:1 method="wB97M-V/def2-TZVPD" homo_ev=-13.964 lumo_ev=-8.32 total_charge=+2
Re -1.041 0.713 1.033 1.091
N -6.109 -2.082 -4.823 -0.712
C -5.459 -1.568 -3.778 0.282
C -4.167 -2.041 -3.430 -0.262
C -3.499 -1.514 -2.367 -0.118
C -4.115 -0.503 -1.599 -0.472
C -5.403 -0.018 -1.926 -0.100
C -6.056 -0.539 -3.001 -0.274
S -3.351 0.202 -0.308 2.235
O -4.210 0.747 0.693 -0.852
O -2.227 -0.749 0.241 -0.836
N -2.158 1.314 -0.679 -0.827
C -2.231 2.631 -0.234 0.564
N -3.024 3.580 -0.650 -0.402
C -2.802 4.772 -0.090 0.163
C -1.804 5.002 0.862 -0.282
C -1.039 3.938 1.274 0.128
N -1.272 2.742 0.706 -0.477
H -5.715 -2.826 -5.373 0.417
H -7.032 -1.769 -5.068 0.418
H -3.716 -2.832 -4.015 0.239
H -2.515 -1.878 -2.105 0.246
H -5.871 0.749 -1.324 0.254
H -7.042 -0.181 -3.262 0.243
H -3.443 5.582 -0.417 0.242
H -1.651 5.984 1.283 0.273
H -0.265 4.002 2.026 0.248
Br -1.194 0.717 3.368 -0.007
C 0.579 0.512 0.692 -0.114
Ge 2.439 -0.440 0.751 1.610
C 3.605 0.866 1.533 -0.416
C 3.154 2.002 2.200 -0.221
C 4.053 2.876 2.793 -0.205
C 5.415 2.616 2.726 -0.175
C 5.876 1.486 2.066 -0.178
C 4.977 0.616 1.467 -0.223
C 2.807 -1.053 -1.015 -0.432
C 2.795 -2.420 -1.299 -0.218
C 3.102 -2.871 -2.574 -0.202
C 3.414 -1.961 -3.574 -0.171
C 3.429 -0.598 -3.301 -0.189
C 3.132 -0.146 -2.026 -0.220
C 1.674 -1.669 2.026 -0.504
C 1.978 -1.533 3.379 -0.135
C 1.269 -2.253 4.333 -0.211
C 0.243 -3.103 3.943 -0.178
C -0.069 -3.248 2.595 -0.207
C 0.641 -2.535 1.644 -0.226
H 2.091 2.214 2.272 0.187
H 3.697 3.758 3.309 0.225
H 6.118 3.295 3.189 0.235
H 6.937 1.284 2.012 0.235
H 5.357 -0.254 0.943 0.226
H 2.565 -3.140 -0.522 0.222
H 3.106 -3.931 -2.785 0.233
H 3.657 -2.313 -4.567 0.234
H 3.686 0.109 -4.079 0.231
H 3.172 0.918 -1.818 0.219
H 2.764 -0.856 3.694 0.222
H 1.517 -2.153 5.381 0.236
H -0.307 -3.662 4.688 0.236
H -0.858 -3.925 2.293 0.232
H 0.395 -2.662 0.593 0.218


No. 2
66
Properties=species:S:1:pos:R:3:nbo_charge:R:1 method="wB97M-V/def2-TZVPD" homo_ev="-13.556 / -14.275" lumo_ev="-6.01 / -8.82" s_squared=8.7807 total_charge=+2 spin_multiplicity=6
Ir -0.740 0.026 0.302 1.438
Cl 1.243 6.783 1.189 0.149
C 0.498 5.376 0.589 0.004
C 0.580 4.189 1.293 -0.280
C 0.004 3.008 0.800 0.217
N 0.002 1.823 1.429 -0.611
C 0.443 1.590 2.707 0.624
O 1.174 2.310 3.343 -0.508
C -0.142 0.323 3.272 0.109
C 0.090 0.001 4.603 -0.172
C -0.562 -1.098 5.143 -0.104
C -1.434 -1.821 4.340 -0.209
C -1.583 -1.453 3.011 0.062
N -0.934 -0.419 2.490 -0.508
C -0.701 3.050 -0.473 0.301
C -0.786 4.270 -1.151 -0.312
C -0.214 5.424 -0.644 -0.003
Cl -0.378 6.890 -1.487 0.151
N -1.225 1.878 -0.902 -0.668
C -2.100 1.773 -1.949 0.631
O -2.446 2.670 -2.688 -0.538
C -2.622 0.377 -2.140 0.107
C -3.489 0.123 -3.195 -0.176
C -3.978 -1.162 -3.359 -0.102
C -3.571 -2.148 -2.476 -0.197
C -2.679 -1.819 -1.470 0.050
N -2.221 -0.581 -1.302 -0.529
H 1.107 4.169 2.237 0.287
H 0.758 0.627 5.177 0.273
H -0.408 -1.381 6.173 0.256
H -1.995 -2.657 4.727 0.258
H -2.252 -1.997 2.358 0.220
H -1.340 4.306 -2.078 0.286
H -3.755 0.936 -3.854 0.273
H -4.661 -1.396 -4.158 0.253
H -3.929 -3.159 -2.562 0.258
H -2.317 -2.570 -0.779 0.215
C 3.378 2.225 -3.982 -0.613
C 4.112 0.888 -4.021 -0.406
C 3.175 -0.302 -3.818 -0.244
N 2.684 -0.285 -2.453 -0.497
C 1.643 -0.850 -1.889 0.385
S 1.581 -0.839 -0.157 -0.126
N 0.642 -1.509 -2.522 -0.669
C -0.093 -1.374 -3.735 0.679
O -0.801 -2.304 -4.021 -0.523
C -0.086 -0.094 -4.449 -0.155
C -0.480 -0.092 -5.793 -0.162
C -0.617 1.110 -6.461 -0.185
C -0.406 2.310 -5.797 -0.161
C -0.036 2.315 -4.462 -0.198
C 0.130 1.119 -3.791 -0.225
H 4.064 3.027 -4.241 0.242
H 2.973 2.428 -2.992 0.189
H 2.561 2.228 -4.700 0.215
H 4.893 0.868 -3.257 0.208
H 4.601 0.779 -4.988 0.244
H 3.720 -1.239 -3.979 0.235
H 2.347 -0.264 -4.526 0.229
H 3.332 0.159 -1.808 0.435
H 0.262 -2.290 -1.990 0.444
H -0.670 -1.033 -6.288 0.247
H -0.912 1.115 -7.497 0.241
H -0.528 3.245 -6.319 0.240
H 0.109 3.247 -3.939 0.229
H 0.392 1.124 -2.743 0.202


Results for ΔE to the lowest compared entry with this formula, charge and spin: 0.0 11.0 (in kcal per mole, following the order of the records).